(1)
A cluster of 2 separate species, C22H24BFO11PS in total. Source: the OMol25 dataset; level of theory: ωB97M-V/def2-TZVPD.

Geometry as XYZ:
```
61
Properties=species:S:1:pos:R:3
S -5.5161 3.5776 -1.7449
P 5.3694 -4.6358 1.3324
F -5.9344 3.1839 -3.3256
O -4.9403 4.9930 -1.8076
O -3.7566 1.1170 -3.2403
O -0.3707 -1.0609 1.0100
O 3.8435 -4.4693 1.2816
O -5.9219 0.2223 -2.3304
O 6.0097 -3.3070 1.7610
O 5.7352 -5.7317 2.3458
O 5.8872 -5.0243 -0.0617
O -4.5606 -1.0546 -4.0845
O -2.8689 2.5658 3.5345
O -6.6729 3.6322 -0.7813
C -3.7310 2.8447 0.4239
C -2.2223 0.5727 -1.2223
C 1.8746 1.0947 1.9088
C -0.4097 -4.1471 -0.4963
C 4.5078 1.5393 0.0646
C -0.4014 -2.8865 -1.5186
C 4.1292 0.1412 0.7644
C -4.1456 2.5144 -1.0679
C -0.4603 2.3684 2.7112
C -2.5735 2.0524 1.0716
C -1.4603 -0.5619 -2.0607
C 4.5820 -1.0250 -0.2887
C -1.8080 0.9064 0.2496
C 2.6449 2.1518 2.7429
C -3.3985 1.3897 -1.8723
C -2.0660 2.3693 2.5661
C 0.3334 3.4209 3.5375
C -0.6028 0.1972 1.0315
C 0.2912 1.2206 1.9030
C 1.8926 3.2901 3.5344
C 2.5604 -0.0743 1.0332
C -1.7998 -2.0734 -1.5376
B -4.7778 0.1023 -3.2064
H -1.4391 -4.6485 -0.4066
H 3.7977 2.0904 2.7233
H 4.3001 -2.0351 0.2208
H 0.4116 -2.1653 -1.1184
H 4.4770 1.3989 -1.0821
H -1.8195 -0.4851 -3.1508
H -4.5273 -1.8065 -3.4393
H 5.5770 1.8666 0.3750
H 2.0352 -0.0235 -0.0020
H -4.2491 3.6713 1.0098
H -5.6786 -0.1321 -1.4429
H -2.5646 -2.6059 -2.2283
H 2.4861 4.0742 4.1112
H 3.8050 2.4085 0.3037
H 0.0266 -3.8679 0.5290
H 5.7128 -0.9858 -0.4861
H 4.0301 -0.8607 -1.2824
H -0.2506 4.2409 4.0704
H -0.3342 -0.3481 -2.0617
H -0.1020 -3.2619 -2.5724
H 2.3166 -1.1307 1.4354
H -2.2389 -1.9235 -0.4769
H 4.6720 0.0569 1.7674
H 0.2940 -4.9433 -0.9570
```

Values from the calculation:
Total charge: -3
DFT total energy (Ha): -2544.238663
Kohn-Sham gap (eV): 1.572
E_HOMO (eV): 2.27
Max |F| (eV/Å): 5.986
M (g mol⁻¹): 557.27

(2)
A structure of composition C22H24BN10O2S4Tl. Source: the OMol25 dataset; level of theory: ωB97M-V/def2-TZVPD.

Geometry as XYZ:
```
64
Properties=species:S:1:pos:R:3
Tl -0.2377 -0.9499 0.4948
S 2.7341 1.4116 3.9254
S 2.0617 -3.7671 0.5877
S -0.0896 4.6021 -0.8424
S -2.7200 -0.0095 3.5307
O -1.3765 -0.3426 -2.9276
O 0.8963 -0.5012 -2.8943
N 1.9551 0.8622 1.5431
N 2.7712 -1.0928 -0.6169
N -1.5845 2.5233 -1.7438
N 2.9764 -0.9595 2.6049
N 3.6587 -2.1394 -0.8152
N -1.9369 2.5683 3.2069
N -0.0078 2.1655 -0.0330
N -3.0722 1.8057 1.5335
N 4.2528 -4.3317 -0.7810
N -3.0866 0.1021 -0.0708
C -2.8198 3.1463 1.2754
C -3.7511 -0.7489 -0.8504
C -0.8085 0.7224 -6.4068
C -2.5568 1.4466 2.7494
C 0.5775 0.6264 -6.3873
C 2.5228 0.3244 2.5807
C 3.3724 -3.3824 -0.3692
C 0.4968 -0.0878 -4.1368
C -1.5706 0.4098 -5.2802
C -5.8657 0.0617 -0.1063
C -5.1854 0.9433 0.7164
C -0.8844 0.0060 -4.1573
C -5.1355 -0.8055 -0.9027
C 0.9916 4.2035 0.4428
C -2.1067 3.6135 2.3137
C 1.2597 0.2154 -5.2413
C -0.5843 2.9345 -0.9047
C -1.2884 2.6322 4.4971
C 1.6159 2.1717 1.7868
C -3.8024 0.9138 0.6929
C 1.9492 2.6506 3.0080
C 0.8795 2.8871 0.7395
B -0.2705 -0.6627 -2.0825
H -1.6828 4.5863 2.4861
H -2.6508 0.4731 -5.2846
H -1.6012 2.9401 -2.6614
H -5.6993 1.6251 1.3791
H 1.7495 3.6222 3.4268
H -6.9475 0.0456 -0.1161
H -5.6240 -1.5168 -1.5538
H 1.6706 4.9271 0.8604
H 3.2062 -0.3135 -0.1424
H 4.3733 -2.0385 -1.5221
H 1.1396 0.8745 -7.2778
H -0.5357 1.8488 4.5673
H 2.3278 -0.8081 -1.4838
H 2.5564 -1.5755 1.9105
H 3.0896 -1.3886 3.5083
H -2.0180 2.4807 5.2930
H 5.1707 -4.0692 -1.1011
H -3.1269 3.6128 0.3575
H -0.8197 3.6085 4.6014
H 4.1590 -5.2297 -0.3398
H -3.1399 -1.3989 -1.4645
H -1.3064 1.0423 -7.3125
H -1.7101 1.5164 -1.7528
H 2.3385 0.1397 -5.2181
```

Values from the calculation:
DFT total energy (Ha): -3340.988772
ΔE to the lowest compared entry with this formula, charge and spin (kcal/mol): 28.8
Kohn-Sham gap (eV): 6.599
E_HOMO (eV): -6.17
Max |F| (eV/Å): 0.156
M (g mol⁻¹): 803.96

(3)
A structure of composition C22H24BN10OPdS. Source: the OMol25 dataset; level of theory: ωB97M-V/def2-TZVPD.

Geometry as XYZ:
```
60
Properties=species:S:1:pos:R:3
Pd -0.0292 -0.0491 -0.1498
S -1.8329 2.7925 0.1264
O -1.3506 3.4446 -1.1254
N -0.7400 -2.3737 0.1055
N -0.3835 0.9000 -4.2954
N -0.2498 0.1634 -2.2447
N 2.4445 -1.9760 0.7158
N 1.7406 -3.4855 2.6996
N 0.1742 -0.1473 1.9570
N 2.7680 -4.3470 2.5150
N 0.1344 -3.0622 0.8657
N 2.1657 -0.9534 -0.1289
N 0.8579 -1.1783 2.4979
C 0.1193 0.8097 2.8726
C -3.3407 1.3582 -1.6614
C -3.1426 0.4009 0.5516
C -3.1596 3.8558 0.7254
C 3.2785 -0.6987 -0.7947
C 0.9408 -3.9144 3.7100
C 1.2450 -0.8519 3.7487
C -3.9155 -0.6788 0.1493
C -0.2478 1.2393 -2.9958
C -2.8756 1.4127 -0.3579
C -4.1036 0.2710 -2.0580
C 1.4764 -5.0677 4.2210
C -1.1947 -4.5701 -0.0564
C -4.3937 -0.7433 -1.1522
C -0.3884 -0.9141 -3.0920
C 4.3108 -1.5554 -0.3893
C -0.4761 -0.4716 -4.3733
C 2.6245 -5.2857 3.4325
C 0.7836 0.4125 4.0374
C -1.5461 -3.2685 -0.4436
C -0.1140 -4.3894 0.7759
C 3.7353 -2.3507 0.5764
B 1.3117 -2.4257 1.6669
H 5.3260 -1.5930 -0.7444
H 1.1061 -5.6582 5.0410
H -3.8504 4.0433 -0.0958
H -4.4683 0.2124 -3.0756
H -0.4042 -1.9205 -2.7096
H -3.0843 2.1559 -2.3472
H 3.3477 -6.0839 3.4968
H 4.1278 -3.1608 1.1630
H -2.7272 0.4362 1.5522
H -4.1149 -1.4835 0.8446
H -0.4092 1.5460 -5.0632
H -4.9845 -1.5943 -1.4668
H 3.2891 0.0887 -1.5323
H 0.9130 0.9647 4.9515
H -2.3369 -2.9373 -1.0996
H -0.3729 1.7405 2.6407
H 0.0542 -3.3648 3.9828
H 0.4949 -5.1092 1.2978
H -0.1948 2.2537 -2.6356
H 1.8198 -1.5405 4.3435
H -2.7028 4.7843 1.0640
H -0.5834 -0.9899 -5.3088
H -3.6678 3.3617 1.5537
H -1.6546 -5.5010 -0.3399
```

Values from the calculation:
Expectation value of S²: 0.7522
DFT total energy (Ha): -2026.549416
2S+1: 2
ΔE to the lowest compared entry with this formula, charge and spin (kcal/mol): 0.7
Kohn-Sham gap (alpha / beta) (eV): 7.840 / 7.823
E_HOMO (alpha / beta) (eV): -7.30 / -7.29
Max |F| (eV/Å): 0.173
M (g mol⁻¹): 593.80

(4)
An isolated molecule of C22H24BrN3O2. Source: the OMol25 dataset; level of theory: ωB97M-V/def2-TZVPD.

Geometry as XYZ:
```
52
Properties=species:S:1:pos:R:3
Br -7.6435 -2.5822 0.1363
O 1.0690 3.5754 0.1406
O -1.8724 3.3174 -0.0558
N 3.6605 -0.8573 1.0251
N 1.4788 0.8610 0.3856
N 4.8716 -1.8556 -0.6490
C -3.6783 2.5175 1.1688
C 4.0776 -2.0092 0.4166
C -0.9736 3.3594 -1.1445
C -5.3915 -1.5272 -1.2724
C -6.0100 -0.3296 0.7346
C 3.7712 -3.2921 0.9084
C 0.2873 1.3106 -0.3047
C 1.2618 -0.4197 1.0334
C 2.4933 -0.7829 1.8686
C 5.1265 -4.2199 -0.8332
C -4.7022 1.6522 1.4030
C -3.0582 1.3245 -0.8305
C 3.8784 0.4083 0.3575
C 2.6539 0.8004 -0.4699
C 5.3746 -2.9231 -1.2404
C 4.3023 -4.3923 0.2734
C -4.3631 -0.6549 -1.4927
C -4.1154 0.4184 -0.6106
C -2.8379 2.3656 0.0379
C -6.2123 -1.3526 -0.1495
C 0.4102 2.7643 -0.7925
C -4.9555 0.5782 0.5215
H 2.3238 -1.7187 2.3973
H -0.8271 4.4234 -1.3573
H 2.6644 0.0082 2.6056
H -3.7256 -0.7808 -2.3556
H -2.4353 1.1627 -1.6967
H -3.4762 3.3450 1.8306
H 6.0077 -2.7133 -2.0940
H 1.0199 2.8142 -1.7010
H 4.0770 -5.3849 0.6379
H -0.5332 1.2504 0.4174
H 0.3864 -0.3424 1.6840
H 2.8218 1.7871 -0.8997
H 1.0764 -1.2236 0.2958
H 0.6151 3.4896 0.9874
H -6.6500 -0.2065 1.5954
H 0.0346 0.6643 -1.1666
H 4.0542 1.1697 1.1223
H -1.3858 2.8780 -2.0341
H -5.3369 1.7787 2.2674
H -5.5808 -2.3463 -1.9490
H 4.7511 0.3130 -0.2859
H 5.5555 -5.0616 -1.3522
H 2.5193 0.0680 -1.2863
H 3.1404 -3.4286 1.7718
```

Values from the calculation:
DFT total energy (Ha): -3741.493808
Kohn-Sham gap (eV): 8.179
SMILES: O[C@H](COc1ccc2cc(Br)ccc2c1)CN1CCN(c2ccccn2)CC1
E_HOMO (eV): -7.80
Max |F| (eV/Å): 0.730
M (g mol⁻¹): 442.36

(5)
A structure of composition C22H24Cl2NOPV. Source: the OMol25 dataset; level of theory: ωB97M-V/def2-TZVPD.

Geometry as XYZ:
```
52
Properties=species:S:1:pos:R:3
V -1.0987 -1.0973 -0.1918
Cl -3.4552 -0.1647 -0.5508
Cl -2.7767 -2.3653 1.2549
P 0.6732 0.6460 -0.0209
O -1.0249 -1.7690 -2.1619
N 0.6588 -2.3443 0.2594
C -1.4566 2.1301 1.0441
C 2.1878 4.4104 -0.4133
C -2.7687 -3.2573 -2.8124
C 2.9582 0.2939 1.5822
C 1.9008 -0.3110 0.9042
C 3.6148 -1.8298 2.4914
C 1.4309 2.1409 -0.6362
C -1.7500 0.5353 3.3102
C -4.0540 -1.1642 0.8071
C 1.5346 3.3092 0.1169
C 1.9791 2.0833 -1.9197
C -1.0073 -2.3608 -4.4425
C -0.7040 0.2902 2.4149
C 1.7404 -1.6883 1.0139
C -2.4644 2.3887 1.9499
C 2.6411 3.1834 -2.4387
C 3.8110 -0.4608 2.3708
C 2.5802 -2.4525 1.8057
C -1.5685 -2.4150 -3.0662
C 2.7418 4.3458 -1.6849
C -2.6184 1.5854 3.0831
C -0.5477 1.0822 1.2765
H 4.2767 -2.4206 3.1099
H -4.9238 -1.7169 0.4761
H 1.1099 3.3659 1.1121
H 0.0145 -0.4882 2.6473
H -3.4041 1.8028 3.7951
H 1.0290 -2.5704 -0.6643
H -3.6219 -2.8045 -3.3263
H -3.1341 3.2222 1.7828
H -2.6326 -4.2373 -3.2741
H -2.9858 -3.3641 -1.7531
H 3.2507 5.2088 -2.0929
H 3.0692 3.1389 -3.4306
H 2.2660 5.3201 0.1662
H -1.3615 2.7536 0.1624
H -1.8450 -0.0749 4.1988
H -0.4930 -3.3096 -4.6281
H -4.2151 -0.5214 1.6637
H 0.4765 -3.2463 0.6927
H 4.6263 0.0180 2.8951
H 3.1112 1.3625 1.4924
H 2.4446 -3.5251 1.8771
H -0.3037 -1.5409 -4.5472
H 1.8932 1.1832 -2.5179
H -1.8048 -2.3002 -5.1833
```

Values from the calculation:
Total charge: +2
Expectation value of S²: 3.7612
DFT total energy (Ha): -3187.991954
2S+1: 4
ΔE to the lowest compared entry with this formula, charge and spin (kcal/mol): 5.7
Kohn-Sham gap (alpha / beta) (eV): 8.676 / 8.527
E_HOMO (alpha / beta) (eV): -14.32 / -14.33
Max |F| (eV/Å): 0.528
M (g mol⁻¹): 471.26

(6)
A cluster of 9 separate species, C22H24Cl8O14 in total. Source: the OMol25 dataset; level of theory: ωB97M-V/def2-TZVPD.

Geometry as XYZ:
```
68
Properties=species:S:1:pos:R:3
Cl 3.9112 -1.1517 -1.6093
Cl -2.6802 2.7425 0.7103
Cl 6.7192 -1.1969 2.0123
Cl 0.5440 1.1588 0.3090
Cl 3.8187 -1.1694 2.2908
Cl 0.0817 -1.6087 -0.7574
Cl -3.3963 1.4552 -1.8223
Cl 3.8597 -3.6264 -0.0554
O -7.1901 -1.4631 0.7445
O -1.1193 -4.6073 -1.3063
O -1.8309 1.5610 -5.8529
O 0.9314 -0.5863 4.2397
O -5.8714 -3.2756 -3.3488
O 2.1519 2.4435 -2.4951
O 3.8120 2.3863 0.2450
O 3.3967 3.3536 3.9125
O -4.5820 -1.1617 1.4057
O -3.1749 -2.9422 -2.6957
O 2.2794 3.6370 -4.9607
O 2.9988 3.9593 6.4961
O 0.6344 -0.0529 6.9165
O -1.4362 -0.2516 -3.9092
C -4.8186 -1.6010 0.3013
C 1.1692 2.9211 -4.6036
C 1.4735 0.5221 4.7763
C 1.1794 0.7722 6.2211
C -6.2538 -1.8950 -0.0915
C -3.1112 1.2302 -0.0814
C 5.2617 -0.1526 2.0477
C 1.6569 2.0569 6.7476
C -3.8009 -1.9927 -0.6729
C 2.1211 1.3956 4.0187
C 2.7243 2.5947 4.5684
C 0.9931 -0.5697 0.3815
C 1.3229 2.1604 -3.3273
C -4.1364 -2.5227 -1.8513
C 0.4444 0.9994 -3.1924
C 2.4222 2.8634 5.9939
C 0.2237 2.6283 -5.5045
C -0.8231 1.6443 -5.1947
C -5.5409 -2.8642 -2.2662
C -6.5252 -2.4664 -1.2668
C -0.5429 0.7300 -4.0514
C 3.8499 -2.9222 -1.6667
H -4.0082 0.8593 0.4001
H -6.7968 -1.2496 1.6054
H 2.2915 1.2606 2.9596
H 2.0566 -0.6719 0.2222
H 3.4848 4.3986 5.7726
H 0.7169 -0.9472 1.3591
H -3.5602 -3.2689 -3.5265
H 5.1705 0.4037 1.1243
H 3.8182 2.2126 -0.7065
H 0.5852 -1.1491 4.9528
H -0.9105 -4.3127 -0.4128
H -2.2975 0.5144 -0.0317
H 0.5219 0.3662 -2.3183
H 2.9385 -3.2174 -2.1712
H -7.5882 -2.6530 -1.3983
H 3.2464 1.6964 0.6116
H -2.0726 -0.1828 -4.6423
H 4.7690 -3.2116 -2.1607
H -1.8405 -4.0286 -1.5966
H 1.9952 4.2363 -5.6639
H -2.7970 -1.8467 -0.2932
H 0.3005 2.9589 -6.5321
H 1.4497 2.1778 7.8017
H 5.3793 0.5191 2.8896
```

Values from the calculation:
DFT total energy (Ha): -5587.560095
Kohn-Sham gap (eV): 7.837
SMILES: O=C1C=C(O)C(=O)C=C1O.O=C1C=C(O)C(=O)C=C1O.O=C1C=C(O)C(=O)C=C1O.ClCCl.ClCCl.ClCCl.ClCCl.O.O
E_HOMO (eV): -9.73
Max |F| (eV/Å): 2.519
M (g mol⁻¹): 796.04